{
  "formula": "C55H67F2N3O2",
  "method": "wB97M-V/def2-TZVPD",
  "symbols": ["C", "O", "C", "C", "C", "C", "C", "N", "C", "C", "C", "C", "C", "C", "C", "C", "C", "C", "C", "C", "N", "N", "C", "C", "C", "C", "C", "C", "C", "C", "C", "C", "C", "C", "C", "C", "C", "C", "H", "H", "H", "H", "H", "H", "H", "H", "H", "H", "H", "H", "H", "H", "H", "H", "H", "H", "H", "H", "H", "H", "H", "H", "H", "H", "H", "H", "H", "H", "H", "H", "H", "H", "H", "H", "H", "H", "H", "H", "H", "H", "H", "C", "C", "C", "C", "C", "C", "C", "C", "C", "C", "C", "F", "C", "C", "F", "C", "C", "C", "C", "C", "C", "C", "C", "O", "H", "H", "H", "H", "H", "H", "H", "H", "H", "H", "H", "H", "H", "H", "H", "H", "H", "H", "H", "H", "H", "H", "H", "H"],
  "coordinates": [[-0.914815, -3.717263, 4.853805], [-1.104193, -2.316514, 5.144556], [-1.199509, -1.433624, 4.122751], [-1.085708, -1.792814, 2.758140], [-1.193857, -0.811030, 1.795170], [-1.487138, 0.524413, 2.111906], [-1.670205, 1.456152, 1.034492], [-2.565046, 2.516814, 1.117989], [-3.586526, 2.744573, 2.111305], [-3.658657, 3.978011, 2.784299], [-2.907777, 5.232094, 2.320584], [-1.703715, 5.539585, 3.211688], [-3.845699, 6.435890, 2.146531], [-4.421773, 4.041519, 3.955523], [-5.194663, 2.955659, 4.363456], [-5.283522, 1.822212, 3.557065], [-4.509052, 1.714760, 2.403914], [-4.747089, 0.549235, 1.443699], [-5.898482, 0.866942, 0.484267], [-4.962425, -0.780681, 2.171253], [-2.404432, 3.344525, 0.067296], [-1.492611, 2.745888, -0.744980], [-1.285228, 3.389069, -2.022858], [-0.619702, 4.630123, -2.031945], [-0.040456, 5.207673, -0.738860], [-0.112240, 6.732965, -0.639309], [1.353802, 4.659059, -0.478460], [-0.529863, 5.317709, -3.237995], [-1.161982, 4.826584, -4.383237], [-1.950322, 3.679613, -4.314804], [-2.057166, 2.969542, -3.119575], [-3.076769, 1.832915, -2.987025], [-2.775384, 0.707122, -3.968825], [-4.513670, 2.351843, -3.072939], [-0.985424, 1.551889, -0.167150], [0.033389, 0.697091, -0.620875], [-1.550804, 0.890339, 3.488072], [-1.440453, -0.073257, 4.461748], [-0.945075, -4.194774, 5.833234], [-1.721966, -4.109697, 4.218938], [0.063335, -3.894253, 4.383873], [-0.928604, -2.831804, 2.463569], [-1.038142, -1.051722, 0.748073], [-2.533334, 4.991087, 1.317822], [-1.053709, 4.657416, 3.284545], [-1.100984, 6.349412, 2.782748], [-2.000352, 5.838290, 4.228133], [-4.689816, 6.157409, 1.502619], [-4.234776, 6.809426, 3.104080], [-3.313199, 7.256809, 1.651729], [-4.402870, 4.947184, 4.566181], [-5.771964, 3.000771, 5.289322], [-5.957926, 1.010411, 3.824577], [-3.833212, 0.434013, 0.840682], [-5.724227, 1.832702, -0.008566], [-5.977464, 0.093565, -0.292493], [-6.855028, 0.920311, 1.028165], [-4.193988, -0.933366, 2.940476], [-5.957376, -0.829279, 2.639730], [-4.885940, -1.614249, 1.459444], [-0.694335, 4.824903, 0.058903], [-1.135319, 7.089508, -0.825612], [0.166849, 7.039596, 0.378027], [0.570494, 7.234488, -1.337375], [1.331625, 3.562056, -0.463430], [2.067088, 4.981318, -1.249346], [1.712997, 5.010248, 0.493089], [0.055456, 6.236467, -3.285149], [-1.066348, 5.358681, -5.329900], [-2.502147, 3.324134, -5.187735], [-2.925628, 1.422773, -1.980933], [-1.764689, 0.321599, -3.790007], [-3.475007, -0.120770, -3.822527], [-2.842247, 1.035441, -5.013587], [-4.690715, 3.111505, -2.298909], [-4.725191, 2.800181, -4.055100], [-5.227946, 1.536821, -2.907966], [0.467550, 0.865384, -1.604109], [0.522526, 0.133516, 0.160331], [-1.670057, 1.941821, 3.753025], [-1.537255, 0.184684, 5.516113], [7.616550, -3.162970, 0.453015], [6.865965, -2.090206, -0.347668], [6.575801, -0.916257, 0.588345], [7.790389, -1.556862, -1.444883], [5.564127, -2.676977, -0.944435], [4.328116, -2.109673, -0.748237], [3.094766, -2.756550, -1.091549], [1.823943, -2.143596, -0.841971], [0.689249, -2.938793, -0.535476], [0.828303, -4.182300, 0.158748], [-0.262307, -5.017371, 0.309762], [-0.093279, -6.229351, 0.951361], [-1.545689, -4.679834, -0.130448], [-1.688446, -3.406405, -0.681165], [-2.962873, -2.950044, -0.941099], [-0.626872, -2.547606, -0.912512], [3.215352, -4.052498, -1.703399], [4.409507, -4.663772, -2.000525], [4.510132, -6.120517, -2.534347], [5.111551, -6.171651, -3.943693], [3.134876, -6.783765, -2.623481], [5.389669, -6.971513, -1.606735], [5.639337, -3.858678, -1.836992], [6.690225, -4.139331, -2.458031], [8.009914, -3.950552, -0.203830], [8.454940, -2.692966, 0.981507], [6.951701, -3.617506, 1.198878], [6.166150, -0.065061, 0.031216], [5.884129, -1.200027, 1.386743], [7.519921, -0.590446, 1.047907], [7.289433, -0.757004, -1.998415], [8.694797, -1.135183, -0.989393], [8.070028, -2.353039, -2.138092], [4.225047, -1.145072, -0.236451], [1.709059, -1.067514, -0.913734], [1.797533, -4.464168, 0.574376], [-2.394238, -5.346230, -0.005085], [-0.753398, -1.555802, -1.343419], [2.289196, -4.588174, -1.931185], [6.110759, -5.731561, -3.950445], [5.173445, -7.217272, -4.272532], [4.473311, -5.633422, -4.650119], [2.627199, -6.805715, -1.653136], [2.500814, -6.275069, -3.361988], [3.266033, -7.822669, -2.958475], [5.021214, -6.927231, -0.573848], [5.348659, -8.015375, -1.939757], [6.434044, -6.637060, -1.630662]],
  "forces_ev_per_angstrom": [[0.0, 0.6, 0.1], [0.0, -0.4, 0.0], [-0.3, 0.4, -1.0], [0.0, -0.1, 1.2], [-0.3, 0.7, -0.2], [0.4, -0.9, 1.1], [-1.7, 1.6, 1.5], [1.9, 0.3, -2.3], [-0.7, 0.4, 0.3], [0.5, 0.2, 0.3], [0.1, -0.4, -0.3], [0.1, 0.0, 0.1], [-0.1, -0.2, 0.0], [-0.2, -0.3, 0.0], [0.0, 0.0, 0.0], [0.1, 0.4, 0.0], [0.1, -0.2, -0.3], [0.7, -0.1, 0.1], [-0.1, 0.2, 0.0], [0.0, -0.2, 0.0], [-1.3, -1.3, 0.3], [-0.3, -0.7, 1.4], [-0.8, 0.6, 0.2], [0.3, -0.1, 0.2], [-0.5, -0.3, 0.0], [0.0, 0.0, -0.1], [0.2, -0.1, 0.0], [0.0, -0.2, -0.3], [0.0, -0.1, 0.0], [0.2, 0.1, 0.0], [-0.1, -0.3, 0.2], [0.7, 0.1, 0.3], [0.1, -0.2, -0.1], [0.0, 0.2, 0.0], [1.6, 0.1, -1.7], [-1.1, 1.4, -0.2], [-0.1, -0.1, -1.1], [0.2, -1.0, 0.3], [0.0, 0.0, -0.2], [0.2, 0.1, 0.1], [-0.3, 0.1, 0.0], [0.1, 0.3, 0.1], [-0.3, -0.1, 0.4], [0.0, 0.3, 0.4], [-0.1, 0.2, 0.1], [-0.2, -0.1, 0.1], [0.0, -0.1, -0.2], [0.1, 0.1, 0.2], [0.1, -0.1, -0.2], [0.0, -0.1, 0.1], [0.0, -0.2, -0.3], [0.2, 0.1, -0.3], [0.1, 0.2, -0.1], [-0.3, 0.0, 0.1], [-0.1, -0.2, 0.1], [0.0, 0.1, 0.2], [0.3, 0.0, -0.2], [-0.2, 0.0, -0.1], [0.3, 0.0, -0.1], [-0.1, 0.2, 0.1], [0.3, 0.2, -0.1], [0.3, -0.1, 0.0], [0.0, -0.1, -0.2], [-0.1, -0.1, 0.1], [0.1, 0.2, 0.0], [-0.2, -0.1, 0.1], [0.1, 0.0, -0.1], [-0.3, -0.2, 0.0], [0.0, -0.1, 0.2], [0.1, 0.2, 0.2], [-0.2, 0.0, -0.2], [-0.1, 0.1, -0.1], [0.0, 0.1, -0.1], [0.0, -0.1, 0.2], [0.0, -0.1, -0.2], [0.1, -0.1, 0.2], [0.1, 0.1, -0.1], [0.2, 0.0, 0.3], [0.0, -0.1, -0.3], [-0.1, -0.3, 0.0], [0.1, -0.1, -0.2], [-0.1, -0.3, 0.0], [-0.2, 0.1, -0.2], [0.0, 0.0, 0.1], [0.1, 0.0, -0.3], [-0.6, 0.9, 0.3], [1.3, 0.6, 0.0], [-2.0, 1.3, -0.1], [3.3, -1.0, -0.6], [-2.2, -1.7, 0.1], [0.3, 0.5, -0.3], [-0.3, -0.5, 0.2], [-0.1, 1.1, -0.6], [0.4, 0.3, 0.1], [-0.4, 0.3, 0.1], [1.1, -0.5, 0.0], [0.7, -0.3, 0.0], [0.4, -1.8, 0.0], [-1.1, 0.1, 0.0], [-0.1, 0.4, -0.2], [0.2, 0.1, -0.1], [-0.1, 0.0, 0.0], [0.1, 0.2, 0.2], [1.5, -0.5, -0.7], [-1.6, 0.3, 1.3], [-0.1, 0.2, 0.2], [-0.1, -0.1, -0.1], [0.2, 0.0, -0.1], [0.0, -0.1, 0.2], [0.0, 0.1, 0.0], [-0.3, -0.1, -0.1], [0.1, -0.1, 0.0], [-0.1, -0.1, 0.0], [0.0, 0.2, 0.1], [0.2, -0.4, -0.1], [0.3, -0.1, 0.5], [-0.3, 0.0, -0.2], [0.2, 0.2, 0.1], [-0.2, -0.2, 0.0], [0.3, 0.2, 0.1], [-0.2, -0.1, -0.1], [0.0, 0.2, 0.0], [0.1, 0.0, 0.0], [0.0, 0.0, -0.1], [0.0, -0.1, 0.2], [-0.1, 0.3, 0.1], [0.1, 0.0, -0.1], [0.1, 0.2, 0.1], [-0.2, 0.0, 0.0]],
  "mulliken_charge": [-0.755, -0.499, 0.614, -0.293, 0.229, 0.201, -1.350, 1.934, -0.567, 0.487, 1.366, -1.384, -1.622, -0.393, -1.473, -0.454, 0.033, 1.763, -1.580, -1.796, -1.327, 1.872, -0.797, -0.150, 2.139, -1.830, -1.341, -0.586, -1.315, -0.177, 0.277, 1.762, -1.608, -1.477, 1.180, -2.130, 0.103, -1.085, 0.259, 0.303, 0.304, 0.080, -0.177, -0.293, 0.317, 0.376, 0.360, 0.401, 0.309, 0.433, 0.369, 0.385, 0.340, -0.311, 0.335, 0.398, 0.342, 0.312, 0.435, 0.359, -0.734, 0.404, 0.356, 0.470, 0.232, 0.309, 0.355, 0.292, 0.363, 0.378, -0.796, 0.360, 0.432, 0.315, 0.326, 0.319, 0.383, 0.295, 1.223, 0.466, 0.460, -1.709, 2.116, -2.071, -1.654, -0.180, -0.790, -0.428, -1.099, 1.623, -0.888, 0.407, -0.385, -0.954, 0.793, -0.407, -0.862, -0.560, -0.125, 2.205, -1.725, -2.043, -1.726, 0.721, -0.661, 0.348, 0.454, 0.343, 0.362, 0.453, 0.420, 0.358, 0.457, 0.342, 0.605, 0.536, 0.614, 0.465, 0.548, 0.738, 0.341, 0.458, 0.369, 0.381, 0.388, 0.445, 0.338, 0.469, 0.356],
  "largest_force_ev_per_a": 3.5,
  "e_homo_ev": -6.31,
  "de_lowest_ev": 0.000,
  "total_charge": 0
}